Record 1
Molecular formula: C38H45Cl3F2LaN11O5S
Method: DFT, wB97M-V/def2-TZVPD

Properties
Energy relative to the best compared isomer or geometry (same formula, charge and spin) (kJ/mol): 189.85
DFT total energy (eV): -121465.55059
E_LUMO (hartree): 0.0058
E_HOMO (eV): -7.39
Kohn-Sham gap (eV): 7.552
2S+1: 1

The geometry in XYZ format:
```
106
Properties=species:S:1:pos:R:3:mulliken_charge:R:1
La 0.46569 0.22461 0.12079 3.164
N 3.26553 0.74247 0.68558 -0.282
C 4.24255 -0.08862 -0.03880 -1.399
C 3.64468 -1.42443 -0.43503 0.711
O 4.37000 -2.42242 -0.41965 -0.782
N 2.32706 -1.35629 -0.73399 -0.018
C 1.68788 -2.66704 -0.77789 -1.447
C 0.84354 -2.90265 0.47982 0.698
O 0.39644 -4.00475 0.74825 -0.717
O 0.59950 -1.82555 1.20795 0.609
H 3.46642 1.72811 0.57423 0.176
H 3.33587 0.54156 1.67433 0.189
H 5.13555 -0.30132 0.54279 0.456
H 4.56264 0.45921 -0.92525 0.269
H 2.42275 -3.46730 -0.81076 0.431
H 1.03792 -2.77563 -1.64691 0.015
N -1.56502 1.44642 -1.45216 -0.360
C -2.08322 2.72905 -0.93482 -1.014
C -2.79684 2.45577 0.37230 -0.612
N -1.94610 1.65828 1.25866 1.437
H -1.23524 1.57164 -2.40079 0.188
H -2.33678 0.78006 -1.49138 -0.121
H -2.77556 3.20978 -1.63191 0.544
H -1.23898 3.40662 -0.78217 0.419
H -3.71198 1.89949 0.15451 0.224
H -3.09123 3.40212 0.83409 0.312
H -2.46169 0.84617 1.57496 -0.560
H -1.65081 2.17792 2.07251 -0.510
N -1.48752 -0.99990 -3.68357 0.125
C -0.32265 -0.30755 -4.00869 0.544
C -0.14765 -0.04243 -5.37411 -1.128
C 0.99915 0.58200 -5.78655 -0.785
C 1.93844 0.96541 -4.84196 -0.559
C 1.62770 0.73926 -3.52924 -0.511
N 0.54086 0.09687 -3.08305 0.581
C -1.83454 -1.86761 -2.63471 0.581
C -2.68975 -2.90937 -2.99207 -1.291
C -3.12701 -3.78068 -2.02183 -1.098
C -2.69265 -3.59834 -0.72066 -1.356
C -1.85526 -2.53468 -0.46620 -0.641
N -1.41371 -1.65936 -1.39323 1.390
H -2.03122 -1.19929 -4.50318 0.228
H -0.89357 -0.37254 -6.08870 0.416
H 1.17596 0.76156 -6.84047 0.438
H 2.86801 1.43390 -5.11466 0.408
H 2.70537 0.28619 -1.86143 -0.264
H -2.98253 -3.03263 -4.02725 0.457
H -3.76736 -4.61330 -2.28838 0.488
H -2.96143 -4.27215 0.08221 0.623
H -1.49942 -2.37881 0.54169 0.398
C -6.35159 -2.04158 -1.03005 -1.067
N -5.42609 -1.86576 0.09171 0.265
C -5.52060 -2.67124 1.17900 -0.236
C -4.65005 -2.60627 2.19928 -1.466
C -3.60413 -1.63497 2.07278 0.570
N -3.51872 -0.81640 1.04145 0.737
C -4.38859 -0.92172 -0.00930 -0.283
O -4.28445 -0.25598 -1.03420 -0.758
N -2.64421 -1.57488 3.01340 1.044
H -7.36004 -2.17928 -0.64639 0.413
H -6.06933 -2.90431 -1.63420 0.294
H -6.30992 -1.15562 -1.64749 0.304
H -6.34070 -3.37728 1.17001 0.439
H -4.73253 -3.26252 3.05436 0.523
H -2.57808 -2.29803 3.70868 0.167
H -1.82238 -0.98738 2.89497 -1.169
F 1.70608 3.03727 -0.14920 -0.154
C 0.89296 2.57800 0.93363 -0.754
F 1.79766 2.58387 2.04756 -0.382
H 0.25694 3.44400 1.15227 0.455
Cl 4.24827 3.42006 -4.30264 -0.150
C 3.08243 3.45640 -2.94616 0.769
Cl 3.54059 4.77819 -1.85329 -0.122
Cl 1.42789 3.88394 -3.54574 -0.154
C 3.28635 2.15079 -2.22654 -0.687
N 2.56647 1.09312 -2.48619 0.738
O -0.34805 0.19005 2.90892 -1.025
S 0.53418 0.73785 4.02577 0.684
C -0.55435 1.03431 5.41598 -1.145
C -1.67290 1.91548 4.91408 0.263
C -1.41956 3.25007 4.59074 -0.306
C -2.41619 4.04386 4.03986 -0.605
C -3.67935 3.50911 3.80376 -0.491
C -3.93813 2.18466 4.12822 -0.677
C -2.93721 1.39266 4.68245 0.101
C 1.47193 -0.70631 4.63999 -0.976
C 0.65383 -1.86993 5.13371 -0.216
C 0.43359 -2.05466 6.49854 -0.304
C -0.33883 -3.11401 6.95578 -0.646
C -0.89147 -4.01068 6.04618 -0.385
C -0.65590 -3.84469 4.68620 -0.960
C 0.10759 -2.77581 4.22496 0.271
H 0.06425 1.55908 6.15133 0.627
H -0.90131 0.08561 5.82326 0.389
H -0.42781 3.66445 4.75582 0.353
H -2.20589 5.07732 3.79004 0.412
H -4.45701 4.12464 3.36586 0.399
H -4.91795 1.76060 3.94129 0.414
H -3.13565 0.35284 4.91889 0.250
H 2.15038 -0.31259 5.40156 0.736
H 2.04753 -0.98350 3.75388 0.242
H 0.88138 -1.36903 7.21303 0.428
H -0.49512 -3.24899 8.01935 0.399
H -1.47623 -4.85124 6.40188 0.423
H -1.04059 -4.56127 3.96714 0.547
H 0.29264 -2.65602 3.15992 0.395
```


Record 2
Molecular formula: C13H28FN2O6Si
Method: DFT, wB97M-V/def2-TZVPD

Properties
DFT total energy (eV): -39792.11076
E_LUMO (hartree): 0.0661
E_HOMO (eV): -4.28
Net charge: -1
Kohn-Sham gap (eV): 6.078
2S+1: 1

The geometry in XYZ format:
```
51
Properties=species:S:1:pos:R:3:mulliken_charge:R:1
C -6.14537 -4.11897 3.81063 -0.916
C -5.04015 -3.09240 3.16817 -0.292
Si -5.40632 -2.57595 1.32931 0.025
N -5.88333 -3.95660 0.27879 -0.573
C -6.79144 -1.24185 1.18311 0.452
O -6.64811 0.07719 1.33565 -0.628
O -8.18054 -1.71265 0.86700 -0.714
C -3.74120 -1.74974 0.69380 0.418
O -3.59865 -0.43460 0.98134 -0.500
N -2.67790 -2.56885 -0.03343 -0.319
C -1.56033 -2.99756 0.89382 0.485
O -1.67687 -3.86119 1.91904 -0.457
F -0.20460 -2.40821 0.60948 -0.226
H -7.01076 -3.54222 4.36398 0.262
H -5.58504 -4.75043 4.64848 0.302
H -6.52012 -4.88451 3.00565 0.265
H -4.86339 -2.14381 3.82992 0.325
H -4.00156 -3.67703 3.15216 0.141
H -6.13137 -3.51434 -0.65368 0.277
H -5.09069 -4.62019 0.09022 0.219
H -3.15034 -3.44292 -0.35393 0.388
C 1.70827 0.96686 -2.08047 -0.749
C 1.06135 2.31903 -1.83629 -0.268
O -0.25773 2.42134 -2.36562 -0.447
C -1.22458 1.51060 -1.84998 -0.373
C -1.45250 1.64892 -0.35399 -0.621
H 1.70130 0.72251 -3.14770 0.307
H 2.74497 0.97032 -1.72682 0.195
H 1.18066 0.16504 -1.55728 0.148
H 1.65817 3.08804 -2.33691 0.292
H 1.06247 2.57225 -0.77093 0.276
H -0.95779 0.48304 -2.11641 0.277
H -2.16530 1.72984 -2.36667 0.343
H -0.55513 1.39084 0.21531 0.210
H -2.25854 0.98565 -0.02707 0.163
H -1.71539 2.68152 -0.09797 0.285
C 5.26364 1.73418 0.18659 -0.986
C 5.35360 2.82439 -0.86690 -0.242
O 6.43936 3.72417 -0.66169 -0.437
C 7.74757 3.15984 -0.67827 -0.317
C 8.10676 2.49710 -1.99768 -0.995
H 5.21883 2.16965 1.19013 0.292
H 4.36871 1.12287 0.02776 0.385
H 6.13078 1.06920 0.15638 0.259
H 4.43957 3.42539 -0.82751 0.251
H 5.39998 2.39868 -1.87474 0.300
H 7.87243 2.46685 0.15971 0.286
H 8.44516 3.98605 -0.50301 0.329
H 7.47110 1.63021 -2.19871 0.253
H 9.14542 2.15434 -1.98312 0.380
H 7.97495 3.19811 -2.82963 0.274
```


Record 3
Molecular formula: C2H5NS
Method: DFT, wB97M-V/def2-TZVPD

Properties
Energy relative to the best compared isomer or geometry (same formula, charge and spin) (kJ/mol): 562.76
DFT total energy (eV): -14474.50429
E_LUMO (spin up / spin down) (hartree): -0.0015 / 0.0111
E_HOMO (spin up / spin down) (eV): -8.39 / -8.32
Kohn-Sham gap (spin up / spin down) (eV): 8.347 / 8.617
2S+1: 1

The geometry in XYZ format:
```
9
Properties=species:S:1:pos:R:3:mulliken_charge:R:1
C -1.02548 0.45732 0.25863 -0.072
C 1.05217 -1.40068 -0.47947 -0.899
N -0.82462 1.86020 0.28660 -0.393
S -0.58888 1.05396 1.87598 -0.070
H -2.05081 0.08415 -0.11737 0.240
H 1.82680 -0.75238 -0.95300 0.264
H 0.28866 -1.79905 -1.06458 0.359
H 1.38187 -1.95177 0.35426 0.298
H -0.05972 2.44824 -0.16104 0.272
```